One molecule with the formula C7H7NS at a distorted geometry. Source: OMol25; level of theory: wB97M-V/def2-TZVPD.

ORCA input file:
```
! wB97M-V def2-TZVPD RIJCOSX def2/J DEFGRID3
* xyz 0 1
C 0.21 0.23 2.31
C -0.02 0.51 1.02
C -0.67 1.36 0.13
C 0.56 0.51 -0.38
C 0.33 -0.70 -1.21
C -0.64 -1.65 -1.23
S -0.43 -2.79 -2.53
C 1.08 -1.95 -2.90
N 1.35 -0.98 -2.11
H 0.84 -0.62 2.52
H -0.48 0.58 3.08
H -1.75 1.31 -0.24
H -0.44 2.49 0.03
H 1.51 1.16 -0.67
H -1.62 -1.60 -0.89
H 1.66 -2.60 -3.59
*
```

The molar mass comes out at 137.207 g/mol. For the LUMO energy, the calculation gives 0.03037 Ha. The value obtained for the energy relative to the best compared isomer or geometry (same formula, charge and spin) is 45.01 kcal per mole. The value obtained for the HOMO-LUMO gap is 9.47 eV. The SMILES is C=C1C[C@@H]1c1cscn1. Its total energy is -723.7611 hartree.

Results of the Mulliken charge analysis, in e, for atoms 1 through 6: atom 1 (C): -0.717, atom 2 (C): 0.066, atom 3 (C): -0.549, atom 4 (C): 0.030, atom 5 (C): 0.187, atom 6 (C): -0.409